#A
Here is 2 unconnected molecules or ions with the total composition C5H12N2O3 from the Open Molecules 2025 dataset. Energies are from ωB97M-V with the def2-TZVPD basis set.

Structure (XYZ):
```
22
Properties=species:S:1:pos:R:3:mulliken_charge:R:1
O -0.91 -3.05 -2.07 -0.682
O -5.96 -1.30 -1.33 -0.514
O -2.54 -3.77 1.40 -0.670
N -3.36 -2.62 -0.47 -0.130
N -2.35 -1.48 1.16 -0.223
C -5.04 -0.75 -0.41 -0.758
C -2.69 -2.73 0.76 0.540
C -4.19 -3.69 -0.97 -0.935
C -3.63 -1.21 -0.77 0.137
C -2.57 -0.50 0.10 -0.556
H -5.06 0.35 -0.45 0.367
H -3.46 -1.02 -1.84 0.270
H -1.62 -1.36 1.85 0.258
H -5.18 -3.72 -0.48 0.308
H -5.28 -1.05 0.62 0.354
H -1.66 -0.31 -0.47 0.256
H -3.68 -4.65 -0.79 0.357
H -1.81 -2.93 -1.66 0.336
H -4.33 -3.56 -2.05 0.292
H -6.84 -0.97 -1.13 0.316
H -0.67 -2.15 -2.27 0.312
H -2.94 0.45 0.51 0.365
```

## Properties
charge = 0
LUMO = 0.563 eV
HOMO-LUMO gap = 9.964 eV
structure (SMILES) = CN1C(=O)NC[C@@H]1CO.O

---

#B
Here is 2 unconnected molecules or ions with the total composition C5H12N2O3 from the Open Molecules 2025 dataset. Energies are from ωB97M-V with the def2-TZVPD basis set.

Structure (XYZ):
```
22
Properties=species:S:1:pos:R:3:mulliken_charge:R:1
O 4.23 0.02 0.08 -0.553
O -0.90 1.50 -0.98 -0.693
O 3.09 0.90 1.98 -0.434
N -2.02 -0.23 -0.04 0.089
N 1.55 0.37 -0.72 -0.514
C 3.45 1.10 0.84 0.292
C -1.98 -1.46 0.74 -1.005
C 0.39 -0.45 -0.45 -0.657
C -3.30 0.43 -0.14 -1.039
C -0.90 0.36 -0.53 0.757
H -1.36 -2.22 0.25 0.362
H 3.61 2.09 0.40 0.305
H 2.55 -0.22 -0.82 0.349
H 4.84 0.45 -0.53 0.318
H -1.62 -1.28 1.76 0.318
H -4.04 -0.23 -0.60 0.334
H -3.66 0.70 0.87 0.354
H 0.50 -0.88 0.55 0.333
H -3.00 -1.87 0.80 0.334
H -3.20 1.34 -0.74 0.314
H 1.49 0.89 -1.59 0.191
H 0.30 -1.30 -1.15 0.244
```

## Properties
charge = 0
LUMO = 0.679 eV
HOMO-LUMO gap = 9.804 eV
structure (SMILES) = CN(C)C(=O)CN.O=CO

---

Quick one: least stable of them? #B

---

#A
Here is C3H7NOS in the gas phase from the Open Molecules 2025 dataset. Energies are from ωB97M-V with the def2-TZVPD basis set.

Structure (XYZ):
```
13
Properties=species:S:1:pos:R:3:mulliken_charge:R:1
S -2.45 -0.19 -0.20 -0.234
O 0.10 0.28 0.54 -0.232
N 2.53 0.66 -0.53 -0.599
C 0.74 -0.84 -0.07 -0.489
C -1.18 0.80 0.25 -0.108
C 2.20 -0.54 0.20 -0.353
H 2.33 -0.44 1.40 0.245
H 1.90 1.59 -0.33 0.246
H 0.43 -1.04 -1.16 0.382
H 2.65 -1.41 -0.27 0.337
H 3.48 0.80 -0.23 0.246
H -1.28 1.90 0.33 0.304
H 0.65 -1.74 0.68 0.257
```

## Properties
charge = 0
LUMO = -0.052 eV
HOMO-LUMO gap = 9.016 eV
structure (SMILES) = NCCOC=S

---

#B
Here is 3 unconnected molecules or ions with the total composition C3H7NOS from the Open Molecules 2025 dataset. Energies are from ωB97M-V with the def2-TZVPD basis set.

Structure (XYZ):
```
13
Properties=species:S:1:pos:R:3:mulliken_charge:R:1
S -1.93 3.20 -0.74 -0.142
O 1.80 -0.73 1.16 -0.567
N -0.21 1.17 0.53 -0.406
C 0.11 0.18 -0.43 0.237
C 1.31 -0.63 0.04 -0.036
C -0.32 -1.34 0.11 -1.174
H 0.51 1.79 0.86 0.273
H -0.01 -2.35 -0.20 0.396
H -0.98 1.81 0.26 0.054
H -0.11 0.38 -1.47 0.394
H -0.51 -1.32 1.19 0.351
H -1.65 -1.45 -0.48 0.265
H 2.00 -0.71 -0.83 0.354
```

## Properties
charge = 0
LUMO = -3.827 eV
HOMO-LUMO gap = 5.214 eV

---

#C
Here is a molecular structure, C3H7NOS from the Open Molecules 2025 dataset. Energies are from ωB97M-V with the def2-TZVPD basis set.

Structure (XYZ):
```
13
Properties=species:S:1:pos:R:3:mulliken_charge:R:1
S -0.74 0.49 0.30 0.662
O -1.79 1.48 0.36 -0.601
N -1.53 -0.89 1.05 -0.467
C 0.26 -0.32 -1.35 -0.722
C 1.42 0.08 -0.42 -0.396
C 0.76 1.20 0.31 -0.399
H 1.63 -0.95 0.09 0.162
H -2.55 -0.79 1.06 0.231
H 2.34 0.51 -0.80 0.327
H 1.28 1.62 1.24 0.280
H 0.02 -1.27 -1.41 0.443
H -1.27 -1.57 1.69 0.185
H 0.17 0.42 -2.11 0.294
```

## Properties
charge = 0
LUMO = 0.553 eV
HOMO-LUMO gap = 9.011 eV

---

Quick one: least stable of them? #B

---

#A
Here is a molecular structure, C3H7NOS from the Open Molecules 2025 dataset. Energies are from ωB97M-V with the def2-TZVPD basis set.

Structure (XYZ):
```
13
Properties=species:S:1:pos:R:3:mulliken_charge:R:1
S 0.47 1.56 -0.29 0.423
O -0.05 2.64 0.56 -0.549
N -1.42 -0.48 -1.33 -0.465
C 0.65 -0.86 -0.01 -0.519
C 1.33 0.26 0.78 -0.691
C -0.61 -0.10 -0.30 -0.172
H 0.67 0.56 1.63 0.276
H 1.24 -1.00 -0.99 0.245
H -1.81 -1.37 -1.28 0.243
H -1.34 0.09 1.25 0.138
H 2.36 0.31 0.85 0.449
H -2.08 0.19 -1.32 0.259
H 0.60 -1.81 0.46 0.361
```

## Properties
charge = 0
LUMO = 0.623 eV
HOMO-LUMO gap = 9.461 eV

---

#B
Here is C3H7NOS in the gas phase from the Open Molecules 2025 dataset. Energies are from ωB97M-V with the def2-TZVPD basis set.

Structure (XYZ):
```
13
Properties=species:S:1:pos:R:3:mulliken_charge:R:1
S -2.45 -0.87 -0.21 -0.236
O 0.80 -0.33 0.26 -0.149
N 0.58 0.86 -0.38 -0.434
C -1.66 0.60 0.49 -0.419
C 2.10 -0.90 -0.04 -0.548
C -0.61 1.24 -0.27 -0.081
H -1.38 0.35 1.49 0.308
H 2.71 -1.00 0.84 0.219
H -0.80 2.14 -0.89 0.345
H 2.55 -0.20 -0.75 0.321
H 1.90 -1.90 -0.41 0.217
H -1.20 -1.22 -0.74 0.152
H -2.54 1.24 0.62 0.306
```

## Properties
charge = 0
LUMO = 0.929 eV
HOMO-LUMO gap = 9.990 eV
structure (SMILES) = CO/N=C\CS

---

Quick one: least stable of them? #A

---

#A
Here is C3H7NOS in the gas phase from the Open Molecules 2025 dataset. Energies are from ωB97M-V with the def2-TZVPD basis set.

Structure (XYZ):
```
13
Properties=species:S:1:pos:R:3:mulliken_charge:R:1
S -0.80 1.72 1.80 -0.261
O 1.57 0.23 -0.94 -0.611
N -0.37 -0.62 -0.13 -0.146
C 0.22 1.80 0.24 -0.551
C -0.23 -1.95 -0.74 -0.817
C 0.52 0.40 -0.36 0.536
H -0.34 2.38 -0.49 0.314
H -1.29 -0.34 0.25 0.254
H 0.02 -1.81 -1.80 0.282
H 0.57 -2.54 -0.28 0.245
H 1.20 2.23 0.51 0.281
H -1.14 -2.59 -0.67 0.329
H 0.07 1.08 2.60 0.146
```

## Properties
charge = 0
LUMO = 0.754 eV
HOMO-LUMO gap = 10.007 eV
structure (SMILES) = CNC(=O)CS

---

#B
Here is 2 unconnected molecules or ions with the total composition C3H7NOS from the Open Molecules 2025 dataset. Energies are from ωB97M-V with the def2-TZVPD basis set.

Structure (XYZ):
```
13
Properties=species:S:1:pos:R:3:mulliken_charge:R:1
S -1.51 0.89 0.65 -0.269
O 2.90 0.03 -0.02 -0.448
N 1.68 0.46 -0.55 -0.242
C 0.85 -0.34 0.01 -0.151
C -0.60 -0.12 -0.46 0.345
C -1.51 -1.53 -0.51 -1.497
H -1.03 -2.29 -1.08 0.369
H -1.45 -2.07 0.50 0.392
H 1.12 -0.73 1.01 0.379
H -0.76 0.17 -1.53 0.256
H -2.60 -1.54 -0.83 0.355
H 3.69 1.21 -0.10 0.354
H -2.26 -0.49 1.30 0.157
```

## Properties
charge = 0
LUMO = -0.098 eV
HOMO-LUMO gap = 8.974 eV

---

#C
Here is C3H7NOS in the gas phase from the Open Molecules 2025 dataset. Energies are from ωB97M-V with the def2-TZVPD basis set.

Structure (XYZ):
```
13
Properties=species:S:1:pos:R:3:mulliken_charge:R:1
S -1.86 -0.14 -0.73 -0.227
O 1.07 0.21 -1.42 -0.455
N 1.56 0.54 1.57 -0.668
C 0.65 -0.38 0.90 0.510
C 1.24 -0.50 -0.46 -0.220
C -0.77 0.23 0.83 -1.035
H -0.61 1.28 0.96 0.337
H 2.35 0.06 1.96 0.253
H -1.46 0.03 1.57 0.449
H 1.97 1.37 1.06 0.252
H 1.97 -1.35 -0.90 0.361
H 0.65 -1.41 1.40 0.288
H -1.30 0.82 -1.60 0.154
```

## Properties
charge = 0
LUMO = 0.839 eV
HOMO-LUMO gap = 9.761 eV
structure (SMILES) = N[C@H](C=O)CS

---

Quick one: least stable of them? #B

---

#A
Here is 2 unconnected molecules or ions with the total composition C2H4N2O2 from the Open Molecules 2025 dataset. Energies are from ωB97M-V with the def2-TZVPD basis set.

Structure (XYZ):
```
10
Properties=species:S:1:pos:R:3:mulliken_charge:R:1
O -1.43 2.93 2.82 -0.542
O 0.42 2.11 -0.54 -0.471
N -1.44 2.01 2.13 0.832
N -1.47 1.11 1.47 -0.321
C -0.12 1.04 -0.60 0.152
C 0.29 -0.19 0.14 -0.928
H 0.82 0.07 1.05 0.290
H -0.55 -0.83 0.34 0.318
H 0.99 -0.74 -0.50 0.340
H -1.00 0.89 -1.26 0.331
```

## Properties
charge = 0
LUMO = 0.927 eV
HOMO-LUMO gap = 10.824 eV
structure (SMILES) = N#[N+][O-].CC=O

---

#B
Here is C2H4N2O2 in the gas phase from the Open Molecules 2025 dataset. Energies are from ωB97M-V with the def2-TZVPD basis set.

Structure (XYZ):
```
10
Properties=species:S:1:pos:R:3:mulliken_charge:R:1
O 0.58 -0.61 -2.45 -0.520
O 1.04 -0.15 1.04 -0.426
N 0.29 -0.30 -0.14 0.488
N -1.04 -0.07 -0.18 -0.574
C -1.48 0.81 0.66 -0.237
C 1.01 -0.51 -1.31 0.035
H -2.55 1.03 0.70 0.275
H 0.88 -1.02 1.44 0.370
H 2.09 -0.58 -1.10 0.328
H -0.83 1.40 1.33 0.261
```

## Properties
charge = 0
LUMO = 0.493 eV
HOMO-LUMO gap = 9.965 eV
structure (SMILES) = C=NN(O)C=O

---

#C
Here is C2H4N2O2 in the gas phase from the Open Molecules 2025 dataset. Energies are from ωB97M-V with the def2-TZVPD basis set.

Structure (XYZ):
```
10
Properties=species:S:1:pos:R:3:mulliken_charge:R:1
O 0.22 1.19 1.75 -0.496
O 0.19 -0.10 -0.15 -0.225
N -0.53 -0.97 1.76 -0.395
N 0.51 0.54 -2.17 -0.125
C 0.13 0.99 -0.98 -0.350
C -0.04 0.16 1.19 0.647
H -0.95 -1.68 1.18 0.229
H -0.87 -0.89 2.71 0.239
H 0.51 1.17 -2.95 0.267
H 0.82 -0.42 -2.33 0.209
```

## Properties
charge = 0
LUMO = 0.840 eV
HOMO-LUMO gap = 9.983 eV

---

Quick one: least stable of them? #B

---

#A
Here is C6H5NO in the gas phase from the Open Molecules 2025 dataset. Energies are from ωB97M-V with the def2-TZVPD basis set.

Structure (XYZ):
```
13
Properties=species:S:1:pos:R:3:mulliken_charge:R:1
O -3.82 -0.33 -0.12 -0.464
N 0.71 1.31 -0.15 -0.545
C -0.39 1.07 0.73 -0.362
C -2.87 0.40 -0.32 -0.138
C 1.26 0.21 -0.42 -0.094
C -0.56 -0.44 0.73 0.008
C 0.65 -1.06 0.19 -0.387
C -1.57 0.26 0.23 0.354
H 0.45 -1.84 -0.55 0.294
H 2.13 0.16 -1.06 0.404
H 1.33 -1.46 0.95 0.278
H -0.49 1.74 1.56 0.366
H -2.94 1.29 -0.98 0.285
```

## Properties
charge = 0
LUMO = -0.543 eV
HOMO-LUMO gap = 8.687 eV
structure (SMILES) = O=CC1=C2CC=N[C@@H]12

---

#B
Here is C6H5NO in the gas phase from the Open Molecules 2025 dataset. Energies are from ωB97M-V with the def2-TZVPD basis set.

Structure (XYZ):
```
13
Properties=species:S:1:pos:R:3:mulliken_charge:R:1
O 0.62 2.24 -1.14 -0.526
N -1.06 -1.96 0.18 -0.520
C 0.46 -0.22 0.52 0.580
C -0.45 0.19 -0.50 0.520
C 0.00 -1.63 0.83 -0.385
C -1.37 -0.86 -0.66 -0.429
C -0.41 1.53 -1.10 -0.043
C 1.57 0.54 0.94 -0.854
H 2.26 0.10 1.66 0.257
H -1.41 1.91 -1.62 0.227
H 1.76 1.45 0.53 0.428
H -2.46 -0.93 -1.07 0.317
H 0.47 -2.38 1.44 0.427
```

## Properties
charge = 0
LUMO = -1.325 eV
HOMO-LUMO gap = 7.996 eV
structure (SMILES) = C=C1C=NC=C1C=O

---

Quick one: least stable of them? #A

---

#A
Here is a molecular structure, C6H5NO from the Open Molecules 2025 dataset. Energies are from ωB97M-V with the def2-TZVPD basis set.

Structure (XYZ):
```
13
Properties=species:S:1:pos:R:3:mulliken_charge:R:1
O -2.76 -0.37 -0.13 -0.230
N 2.29 -0.24 -0.07 -0.430
C 1.68 0.91 -0.02 -0.038
C -0.08 -1.02 0.07 -0.188
C 1.39 -1.26 0.10 -0.237
C -0.54 0.20 -0.02 0.948
C -2.03 0.40 0.09 -0.186
C 0.39 1.34 -0.01 -0.553
H -2.33 1.67 0.27 0.071
H 1.70 -2.33 -0.09 0.314
H -0.85 -2.18 0.09 0.146
H -0.12 2.39 0.18 0.211
H 2.83 1.76 -0.17 0.172
```

## Properties
charge = 0
LUMO = -0.202 eV
HOMO-LUMO gap = 9.658 eV

---

#B
Here is C6H5NO in the gas phase from the Open Molecules 2025 dataset. Energies are from ωB97M-V with the def2-TZVPD basis set.

Structure (XYZ):
```
13
Properties=species:S:1:pos:R:3:mulliken_charge:R:1
O 0.21 -1.52 -0.50 -0.250
N 1.56 -1.47 -0.17 -0.380
C 1.76 -0.35 0.38 -0.209
C 0.35 1.04 -0.85 -0.802
C 0.67 0.55 0.60 -0.130
C -0.29 -0.26 -0.21 1.276
C -2.86 -0.64 0.13 -0.179
C -1.69 -0.34 0.02 -1.014
H 0.70 1.06 1.59 0.375
H -3.81 -0.59 0.60 0.375
H -0.46 1.70 -0.96 0.357
H 1.15 1.00 -1.60 0.226
H 2.70 -0.18 0.96 0.354
```

## Properties
charge = 0
LUMO = 0.888 eV
HOMO-LUMO gap = 10.468 eV
structure (SMILES) = C#C[C@@]12C[C@@H]1C=NO2

---

#C
Here is a molecular structure, C6H5NO from the Open Molecules 2025 dataset. Energies are from ωB97M-V with the def2-TZVPD basis set.

Structure (XYZ):
```
13
Properties=species:S:1:pos:R:3:mulliken_charge:R:1
O 1.26 2.12 -0.38 -0.492
N 1.96 -1.31 -0.04 -0.468
C -2.29 -0.18 -0.14 -0.502
C 1.10 0.97 -0.13 0.281
C -1.27 0.71 0.29 -0.176
C 2.30 -0.03 0.30 -0.303
C 0.03 0.11 -0.33 0.574
C 0.39 -1.19 -0.25 -0.216
H -2.12 -1.36 -0.82 0.216
H -1.33 1.96 0.67 0.254
H -0.16 -2.18 -0.32 0.248
H -3.20 0.33 0.69 0.192
H 3.35 0.05 0.47 0.393
```

## Properties
charge = 0
LUMO = -1.298 eV
HOMO-LUMO gap = 7.789 eV

---

Quick one: least stable of them? #C